Molecular formula: C56H47Br2CoN3OP2Sb
Method: DFT, wB97M-V/def2-TZVPD

Computed properties:
- Total energy: -9855.210216 Eh
- HOMO (alpha / beta): -9.6 / -9.5 eV
- Net charge: +1
- Multiplicity: 2
- F_max: 0.013 hartree/bohr

Cartesian coordinates (Å):
Co (-0.58469, 0.21896, -0.10873)
Br (-4.71989, 2.66564, 1.33073)
C (-4.42519, 1.41195, -0.03102)
C (-5.55003, 1.04494, -0.87905)
C (-5.41312, 0.17585, -1.88067)
Br (-6.90595, -0.31065, -2.92949)
C (-4.11488, -0.43923, -2.16477)
C (-3.85679, -1.24012, -3.20120)
C (-2.54724, -1.92148, -3.38031)
C (-1.42302, -1.44830, -2.42170)
N (-1.77344, -0.43420, -1.45450)
C (-2.99839, -0.06816, -1.27251)
C (-3.18907, 0.88266, -0.16672)
O (-2.14167, 1.13910, 0.57579)
H (-6.51373, 1.49162, -0.67794)
H (-4.64122, -1.43892, -3.92296)
H (-2.25554, -1.91573, -4.42970)
H (-0.50699, -1.14801, -2.93179)
C (-0.56618, -2.68977, 2.39244)
P (-0.35043, -2.01990, 0.69527)
C (-1.55687, -2.93025, -0.32487)
C (-1.31359, -2.87926, -1.81292)
C (-2.46414, -3.36798, -2.74512)
C (-3.69537, -3.85936, -2.04974)
C (-3.82153, -3.82329, -0.72946)
C (-2.75058, -3.30357, 0.14053)
C (1.27475, -2.73960, 0.25144)
C (1.43441, -3.97980, -0.36962)
C (2.70069, -4.47393, -0.64458)
C (3.82721, -3.74634, -0.28335)
C (3.68134, -2.53755, 0.38017)
C (2.41361, -2.03886, 0.64742)
P (-0.20770, -1.57081, 3.81540)
C (-0.64817, -2.67795, 5.21241)
C (-0.22786, -2.25864, 6.47720)
C (-0.51088, -3.00897, 7.60413)
C (-1.23081, -4.19337, 7.48974)
C (-1.66481, -4.61250, 6.24353)
C (-1.37655, -3.85812, 5.10947)
C (1.62268, -1.73300, 3.89845)
C (2.26596, -2.97125, 3.93170)
C (3.64568, -3.04827, 4.00540)
C (4.40773, -1.88404, 4.05476)
C (3.78083, -0.64821, 4.04513)
C (2.39224, -0.57787, 3.97272)
H (0.02297, -3.60737, 2.43924)
H (-1.61671, -2.96274, 2.48388)
H (-0.35264, -3.30981, -2.07666)
H (-2.14236, -4.11409, -3.47135)
H (-4.50068, -4.24299, -2.66591)
H (-4.72912, -4.17405, -0.25602)
H (-2.98461, -3.24306, 1.19544)
H (0.57360, -4.59459, -0.59897)
H (2.80648, -5.43285, -1.13501)
H (4.81444, -4.13263, -0.50063)
H (4.55236, -1.97994, 0.70013)
H (2.31682, -1.10437, 1.18587)
H (0.33391, -1.33593, 6.57937)
H (-0.17289, -2.66981, 8.57464)
H (-1.45276, -4.78233, 8.36972)
H (-2.22801, -5.53145, 6.14500)
H (-1.73261, -4.21524, 4.15123)
H (1.68320, -3.88640, 3.91524)
H (4.13109, -4.01546, 4.03124)
H (5.48653, -1.94537, 4.11882)
H (4.36879, 0.25868, 4.11394)
H (1.89503, 0.38404, 3.99334)
C (-0.37652, 2.02721, 2.86543)
C (0.81204, 1.81045, 1.99882)
N (0.82894, 1.12714, 0.86798)
C (2.09489, 1.26289, 0.31513)
C (2.84809, 2.03000, 1.13555)
N (2.02544, 2.35837, 2.19277)
H (-1.08173, 1.21012, 2.74181)
H (-0.88683, 2.94701, 2.57289)
H (-0.09321, 2.11161, 3.91420)
H (2.36754, 0.80088, -0.62056)
H (3.86656, 2.36662, 1.06700)
H (2.26242, 2.96866, 2.95671)
C (-1.68698, 5.90025, -5.77171)
C (-1.20689, 6.38012, -4.56315)
C (-0.80081, 5.49632, -3.56943)
C (-0.86707, 4.12303, -3.78499)
C (-1.36426, 3.64749, -4.99772)
C (-1.76741, 4.53122, -5.98830)
Sb (-0.28820, 2.72962, -2.27385)
C (0.81054, 4.09551, -1.07182)
C (1.94985, 4.79177, -1.47802)
C (2.54854, 5.71290, -0.63014)
C (1.99970, 5.96778, 0.62240)
C (0.84748, 5.30654, 1.02141)
C (0.25945, 4.36850, 0.17916)
C (1.24735, 1.73859, -3.39144)
C (0.81296, 0.85221, -4.37805)
C (1.71954, 0.13353, -5.14628)
C (3.08145, 0.27355, -4.92161)
C (3.52903, 1.13785, -3.93257)
C (2.61946, 1.86701, -3.17468)
H (-2.00345, 6.59061, -6.54258)
H (-1.14555, 7.44681, -4.38890)
H (-0.43378, 5.89153, -2.62980)
H (-1.44032, 2.58283, -5.18562)
H (-2.14854, 4.15101, -6.92745)
H (2.35480, 4.64891, -2.47212)
H (3.43197, 6.24862, -0.95373)
H (2.45867, 6.69926, 1.27530)
H (0.39600, 5.53221, 1.98060)
H (-0.64308, 3.85385, 0.49657)
H (-0.24919, 0.71831, -4.56253)
H (1.36322, -0.53295, -5.92193)
H (3.79039, -0.28794, -5.51583)
H (4.59084, 1.25078, -3.75321)
H (2.99302, 2.53571, -2.40939)